Here is the molecule C6H7IOS at a distorted geometry from OMol25. Energies are from ωB97M-V/def2-TZVPD.

Element x y z (Å)
C1 0.4219 1.1225 1.2870
C2 1.4945 1.9150 1.5188
C3 0.9486 1.5189 -0.9172
C4 0.1651 0.7628 -0.1454
C5 -0.3042 -1.9575 -0.4228
C6 -0.8182 -0.2319 -0.5777
O1 -1.4182 -2.6950 -0.0006
S1 2.1680 2.3883 -0.0330
I1 -2.8145 0.0107 0.3279
H1 -0.1534 0.7399 2.1513
H2 1.8727 2.2555 2.3745
H3 0.9040 1.5062 -1.9883
H4 0.0788 -2.2506 -1.3421
H5 0.3696 -2.2235 0.3411
H6 -1.0200 -0.0081 -1.7076
H7 -1.8947 -2.8532 -0.8659

Output
- Lowest unoccupied orbital energy: 0.39 eV
- 2S+1: 1
- HOMO-LUMO gap: 9.16 eV
- E_HOMO: -8.77 eV


Here is a structure of composition C6H7IOS3 from OMol25. Energies are from ωB97M-V/def2-TZVPD.

Element x y z (Å)
C1 -1.4755 0.8745 0.2895
C2 -0.2757 0.4591 0.8333
C3 -2.8222 0.6908 0.7604
C4 0.8536 0.7842 0.0800
C5 -0.1738 -0.3278 2.0943
C6 1.8940 -1.2566 -2.3943
O1 -3.7773 1.1383 0.1638
S1 -1.4292 1.7666 -1.2248
S2 0.6176 1.8022 -1.3047
S3 0.8330 -1.7015 -1.0130
I1 2.8229 0.7318 0.7829
H1 -2.9295 0.1354 1.7038
H2 0.7293 -0.9338 2.0786
H3 -1.0297 -0.9859 2.2104
H4 -0.1280 0.3419 2.9527
H5 1.7846 -2.0198 -3.1647
H6 2.9289 -1.2097 -2.0568
H7 1.5770 -0.2897 -2.7913

Output
- Lowest unoccupied orbital energy (alpha / beta): -1.46 / -1.47 eV
- 2S+1: 1
- HOMO-LUMO gap (alpha / beta): 7.14 / 5.94 eV
- E_HOMO (alpha / beta): -8.60 / -7.41 eV


Here is a structure of composition C6H7KLiO7 at a distorted geometry from OMol25. Energies are from ωB97M-V/def2-TZVPD.

Element x y z (Å)
O1 -1.5500 -1.4143 -0.3097
C1 -2.4528 -1.8131 0.7563
C2 -1.1714 -1.2295 1.1375
O2 -1.9827 1.7606 0.3651
C3 -0.8351 2.2688 0.3025
O3 -0.0247 1.3996 -0.4843
O4 -0.3241 3.2168 0.8604
K1 -0.9055 -3.5772 -1.8928
Li1 -1.8775 0.4444 -1.0180
H1 -2.5830 -2.8928 0.8509
H2 -3.3600 -1.2098 0.8245
H3 -0.3341 -1.8680 1.4220
H4 -1.1702 -0.2527 1.6180
O5 2.4632 -0.5109 -0.7434
C4 2.3763 -0.2868 0.5660
C5 2.0048 0.6245 -1.4779
O6 2.7551 -1.0364 1.4176
O7 1.8227 0.9115 0.8037
C6 1.3553 1.5006 -0.4058
H5 1.2837 0.2927 -2.2317
H6 2.8585 1.1181 -1.9541
H7 1.6517 2.5536 -0.4068

Output
- Lowest unoccupied orbital energy: -4.72 eV
- 2S+1: 1
- HOMO-LUMO gap: 7.63 eV
- E_HOMO: -12.35 eV
- Charge: +1


Here is a structure of composition C6H7LiNaO6 at a distorted geometry from OMol25. Energies are from ωB97M-V/def2-TZVPD.

Element x y z (Å)
Li1 0.1238 0.5964 -0.0068
O1 -0.4724 -1.1538 0.7030
O2 -2.6646 -0.7610 0.2458
C1 -2.8232 0.5347 0.9180
C2 -2.5153 1.7605 0.0720
O3 -1.2069 1.7516 -0.2653
C3 -1.5707 -1.4505 0.3151
H1 -3.8679 0.5407 1.2471
H2 -2.1556 0.5539 1.7905
H3 -2.7837 2.6852 0.6271
H4 -3.2027 1.7907 -0.7985
Na1 0.4719 2.9997 -0.6239
O4 1.8015 1.3390 -0.7136
O5 2.4783 -0.4021 -0.3744
C4 2.7896 -1.7096 -0.3467
C5 1.7274 -2.6010 -0.1680
O6 4.0208 0.8639 -1.2974
C6 2.8934 0.8363 -0.8639
H5 3.8641 -1.8863 -0.3304
H6 1.5716 -3.3251 -0.9731
H7 1.5206 -2.9630 0.8433

Output
- Lowest unoccupied orbital energy (alpha / beta): -0.70 / -0.81 eV
- 2S+1: 2
- HOMO-LUMO gap (alpha / beta): 5.62 / 5.48 eV
- E_HOMO (alpha / beta): -6.31 / -6.29 eV
- ⟨S²⟩: 0.75


Here is the molecule C6H7N at a distorted geometry from OMol25. Energies are from ωB97M-V/def2-TZVPD.

Element x y z (Å)
C1 2.2110 0.0423 0.0373
C2 -1.3580 -0.7009 -0.3811
C3 -1.5345 0.6767 0.3185
C4 0.9416 -0.1452 0.2972
C5 4.6668 -0.0280 -0.2443
C6 -0.2469 0.2610 -0.5272
N1 3.4477 -0.0064 0.0744
H1 -1.4085 -1.4765 0.2188
H2 -1.8579 -0.7417 -1.3117
H3 -2.3816 1.3517 -0.0772
H4 -1.4518 0.7318 1.3552
H5 0.6576 -0.6268 1.1887
H6 5.4146 -0.5853 0.4666
H7 -0.0166 0.7765 -1.4294

Output
- Lowest unoccupied orbital energy: 0.41 eV
- 2S+1: 1
- HOMO-LUMO gap: 8.46 eV
- E_HOMO: -8.04 eV


Here is the molecule C6H7N from OMol25. Energies are from ωB97M-V/def2-TZVPD.

Element x y z (Å)
C1 1.1434 -0.2365 -0.6585
C2 -0.0388 -1.1522 -0.3655
C3 -1.2490 -0.3507 0.0542
C4 -0.4347 -0.9564 1.0614
N1 -0.4356 0.5027 1.0046
C5 0.6374 1.0044 0.0908
C6 -0.4005 1.7263 -0.7317
H1 1.2780 -0.0276 -1.7228
H2 2.0709 -0.6511 -0.2462
H3 -0.1778 -2.1129 -0.8545
H4 -2.3034 -0.2934 -0.1600
H5 -0.6547 -1.5347 1.9446
H6 1.3866 1.6007 0.6215
H7 -0.8218 2.4814 -0.0378

Output
- Lowest unoccupied orbital energy: 0.14 eV
- 2S+1: 1
- HOMO-LUMO gap: 8.57 eV
- E_HOMO: -8.43 eV


Here is the molecule C6H7N at a distorted geometry from OMol25. Energies are from ωB97M-V/def2-TZVPD.

Element x y z (Å)
N1 -0.5516 2.8266 -1.2319
C1 -0.3779 1.9520 -0.4938
C2 -0.1473 0.8243 0.4184
C3 1.2444 0.1697 0.1548
C4 0.9017 -1.2321 -0.2738
C5 -0.4039 -1.4813 -0.2380
C6 -1.2156 -0.2985 0.2223
H1 -0.1957 1.2231 1.4362
H2 1.8041 0.7132 -0.6156
H3 1.8642 0.1804 1.0590
H4 1.6650 -1.9408 -0.5814
H5 -0.8674 -2.4251 -0.5093
H6 -1.9780 -0.0039 -0.5092
H7 -1.7420 -0.5075 1.1623

Output
- Lowest unoccupied orbital energy: 0.88 eV
- 2S+1: 1
- HOMO-LUMO gap: 10.63 eV
- E_HOMO: -9.75 eV


Here is the molecule C6H7N at a distorted geometry from OMol25. Energies are from ωB97M-V/def2-TZVPD.

Element x y z (Å)
C1 -1.3662 -0.7216 -0.3879
C2 -0.1802 -0.0238 0.2286
C3 0.5076 1.0186 -0.6380
C4 0.9356 0.4789 -1.9350
N1 1.2548 0.0267 -2.9504
C5 0.3020 -0.2929 1.4982
C6 1.1338 -0.2396 2.5037
H1 -2.1285 0.0277 -0.6379
H2 -1.1073 -1.2404 -1.3193
H3 -1.8129 -1.4363 0.3085
H4 0.3097 -1.3346 0.9538
H5 -0.2029 1.8360 -0.8297
H6 1.3732 1.4391 -0.1207
H7 0.9814 0.4620 3.3259

Output
- Lowest unoccupied orbital energy: -0.28 eV
- 2S+1: 1
- HOMO-LUMO gap: 7.89 eV
- E_HOMO: -8.17 eV


Here is a cluster of 2 separate species, C6H7N in total at a distorted geometry from OMol25. Energies are from ωB97M-V/def2-TZVPD.

Element x y z (Å)
N1 -0.1999 -2.1028 2.6693
C1 -0.0716 -1.4104 1.7469
C2 0.0012 -0.5939 0.5880
C3 -0.9852 0.2581 0.2113
C4 -0.6810 0.8271 -1.1000
C5 0.4260 0.2244 -1.5577
C6 1.0192 -0.6807 -0.5165
H1 -0.0982 1.3295 1.2717
H2 -1.9110 0.4374 0.7495
H3 -0.5339 1.9407 1.1609
H4 -1.2766 1.5764 -1.6136
H5 0.8393 0.3441 -2.5495
H6 1.0947 -1.7188 -0.8558
H7 2.0421 -0.3504 -0.2700

Output
- Lowest unoccupied orbital energy: 0.10 eV
- 2S+1: 1
- HOMO-LUMO gap: 8.98 eV
- E_HOMO: -8.88 eV


Here is a cluster of 2 separate species, C6H7N in total at a distorted geometry from OMol25. Energies are from ωB97M-V/def2-TZVPD.

Element x y z (Å)
C1 -0.4432 0.1339 -0.4769
C2 -0.8062 0.7307 -2.1596
C3 -1.2316 1.1954 -3.1863
H1 -1.2211 -0.6210 -0.3852
H2 0.4481 0.0766 -1.1719
H3 -0.6105 1.0503 0.0816
H4 -1.5722 1.5749 -4.1130
C4 0.8074 -0.9097 1.2303
C5 -0.1271 -0.6487 2.1762
C6 2.0070 -0.1410 1.1528
N1 2.9316 0.5184 0.9786
H5 0.8847 -1.9014 0.7985
H6 -0.1631 0.3062 2.6770
H7 -0.9037 -1.3645 2.3979

Output
- Lowest unoccupied orbital energy: -0.05 eV
- 2S+1: 1
- HOMO-LUMO gap: 9.80 eV
- E_HOMO: -9.85 eV


Here is a cluster of 2 separate species, C6H7N in total at a distorted geometry from OMol25. Energies are from ωB97M-V/def2-TZVPD.

Element x y z (Å)
N1 -0.9342 -0.1019 -3.2717
C1 -0.5495 -0.0383 -2.1726
C2 -0.0733 0.0161 -0.8516
C3 -0.4562 -0.9698 0.1590
C4 -0.2186 -0.3231 1.4798
C5 0.2860 0.8992 1.2960
C6 0.4881 1.2406 -0.1565
H1 0.6156 -1.3450 -0.4382
H2 -1.2920 -1.6464 -0.0186
H3 0.5101 -2.0916 0.2336
H4 -0.4274 -0.8129 2.4234
H5 0.5506 1.5768 2.1028
H6 -0.0523 2.1572 -0.4309
H7 1.5531 1.4392 -0.3547

Output
- Lowest unoccupied orbital energy: 0.10 eV
- 2S+1: 1
- HOMO-LUMO gap: 7.75 eV
- E_HOMO: -7.65 eV


Here is a cluster of 2 separate species, C6H7N in total at a distorted geometry from OMol25. Energies are from ωB97M-V/def2-TZVPD.

Element x y z (Å)
C1 3.6211 0.4689 0.0594
C2 -2.3566 -0.1972 0.2526
C3 -2.4006 -1.3431 0.8718
C4 -2.7834 1.1089 -0.0190
C5 2.3519 0.5098 -0.2306
C6 -1.5614 0.7472 -0.4418
N1 3.0428 -0.8503 -0.3156
H1 4.5264 0.7475 0.3992
H2 -1.7194 -2.1482 0.7478
H3 -3.0670 -1.6332 1.5749
H4 -3.3796 1.9474 0.1173
H5 3.1976 -1.1452 -1.3670
H6 1.4065 0.7927 -0.3535
H7 -0.8785 0.9949 -1.2955

Output
- Lowest unoccupied orbital energy: 0.77 eV
- 2S+1: 1
- HOMO-LUMO gap: 8.94 eV
- E_HOMO: -8.16 eV


Here is the molecule C6H7N at a distorted geometry from OMol25. Energies are from ωB97M-V/def2-TZVPD.

Element x y z (Å)
C1 1.8811 -0.4334 -2.1873
C2 -1.1654 -0.2705 1.6419
C3 -0.5254 1.8631 0.6473
C4 -0.5438 -1.0818 0.3768
C5 -1.0862 1.1537 1.5614
C6 0.1602 -0.7348 -0.6383
N1 0.6684 -0.4725 -1.7791
H1 2.0403 -0.2284 -3.2322
H2 2.7502 -0.5847 -1.5514
H3 -2.2021 -0.6108 1.7060
H4 -0.6273 -0.6506 2.5158
H5 -0.0814 1.2267 -0.1828
H6 -0.4444 2.9268 0.5452
H7 -0.8241 -2.1029 0.5768

Output
- Lowest unoccupied orbital energy (alpha / beta): 1.00 / -1.21 eV
- 2S+1: 3
- HOMO-LUMO gap (alpha / beta): 8.33 / 7.71 eV
- E_HOMO (alpha / beta): -7.33 / -8.92 eV
- ⟨S²⟩: 2.03


Here is the molecule C6H7N3O2 at a distorted geometry from OMol25. Energies are from ωB97M-V/def2-TZVPD.

Element x y z (Å)
C1 -0.4020 1.2689 -0.0017
C2 -1.7933 1.2931 -0.0132
C3 -2.5430 0.1117 0.0462
C4 -1.9754 -1.1682 0.0130
C5 -0.5619 -1.2659 -0.0215
C6 0.1923 -0.0166 -0.0432
H1 1.2247 2.4736 -0.0007
H2 -0.2859 3.2846 -0.0519
H3 -2.3203 2.2272 0.0437
H4 -3.6236 0.1915 0.1754
H5 -2.5783 -2.0731 0.0470
H6 -0.4586 -3.2803 -0.1381
H7 1.0652 -2.4457 0.0339
N1 0.2506 2.4601 -0.1341
N2 0.0362 -2.4366 0.0284
N3 1.6150 -0.0882 0.0172
O1 2.2446 -1.1302 -0.1169
O2 2.2760 0.9724 0.1959

Output
- Lowest unoccupied orbital energy: -0.18 eV
- 2S+1: 1
- HOMO-LUMO gap: 7.75 eV
- E_HOMO: -7.93 eV


Here is a cluster of 2 separate species, C6H7N3O3 in total at a distorted geometry from OMol25. Energies are from ωB97M-V/def2-TZVPD.

Element x y z (Å)
C1 -1.5578 1.9388 0.5139
C2 -1.4572 1.9213 -0.8800
C3 0.4194 -0.2873 0.7304
C4 1.4366 -0.3170 -0.2901
C5 -1.6124 -0.0754 -0.1531
C6 2.6917 -1.0305 0.1337
N1 -1.6626 0.7322 1.0324
N2 -1.4755 0.6679 -1.2911
N3 -1.8052 -1.4831 -0.1722
O1 -1.4054 -2.0955 -1.1311
O2 -2.3693 -2.0356 0.7619
O3 1.0394 0.8104 0.5565
H1 -1.2462 2.7997 1.1167
H2 -1.2948 2.7679 -1.5284
H3 0.1164 -0.7388 1.6326
H4 1.1840 0.0684 -1.4217
H5 3.2563 -0.6302 0.8946
H6 3.3911 -1.0071 -0.6807
H7 2.3516 -2.0062 0.1757

Output
- Lowest unoccupied orbital energy (alpha / beta): -0.70 / -0.70 eV
- 2S+1: 1
- HOMO-LUMO gap (alpha / beta): 8.79 / 8.80 eV
- E_HOMO (alpha / beta): -9.49 / -9.49 eV


Here is the molecule C6H7N3O3S at a distorted geometry from OMol25. Energies are from ωB97M-V/def2-TZVPD.

Element x y z (Å)
C1 1.6045 1.1646 0.8879
C2 2.3181 0.2016 0.2589
C3 0.2122 1.0722 0.9821
C4 1.7130 -1.0150 -0.1424
C5 -0.4129 -0.2102 0.7692
C6 0.3370 -1.2540 0.2690
N1 -1.6735 -2.3623 0.3835
N2 -1.7472 -0.4736 1.0651
N3 -2.0237 0.0138 -1.3129
O1 -4.0733 -0.6004 0.0776
O2 -3.0151 1.5182 0.5318
O3 -0.3562 -2.3514 -0.0720
S1 -2.8794 0.1576 0.1052
H1 2.1124 2.0507 1.2832
H2 3.3704 0.4032 0.0332
H3 -0.2403 1.8581 1.6664
H4 2.2683 -1.7293 -0.5842
H5 -1.8171 -2.9386 1.2180
H6 -2.3553 -0.7705 -2.0404
H7 -2.2040 0.8067 -1.8232

Output
- Lowest unoccupied orbital energy (alpha / beta): -1.16 / -1.16 eV
- 2S+1: 1
- HOMO-LUMO gap (alpha / beta): 7.64 / 7.64 eV
- E_HOMO (alpha / beta): -8.80 / -8.80 eV


Here is the ion C6H7N4 with charge +1 at a distorted geometry from OMol25. Energies are from ωB97M-V/def2-TZVPD.

Element x y z (Å)
C1 1.0405 -1.0313 -2.2599
C2 0.6127 -0.4086 -1.0832
C3 1.3124 -0.3009 1.7427
C4 0.9658 -0.0178 0.1892
C5 0.0661 0.3124 2.1963
C6 -1.4120 0.5426 -0.2509
N1 -0.1106 -1.0504 -3.0737
N2 -1.0802 -0.4964 -2.5562
N3 -0.7165 -0.0714 -1.3476
N4 -0.2486 0.7827 0.6960
H1 1.9890 -1.4057 -2.4396
H2 2.1128 -0.5517 2.3555
H3 -0.6157 -0.5311 2.4757
H4 0.1254 1.0420 2.9862
H5 -1.8445 1.4847 -0.5195
H6 -2.3192 -0.0001 0.1839
H7 0.1225 1.7009 0.7050

Output
- Lowest unoccupied orbital energy (alpha / beta): -5.43 / -5.35 eV
- 2S+1: 1
- HOMO-LUMO gap (alpha / beta): 7.82 / 7.83 eV
- E_HOMO (alpha / beta): -13.25 / -13.18 eV
- Charge: +1


Here is the ion C6H7N4O with charge +1 at a distorted geometry from OMol25. Energies are from ωB97M-V/def2-TZVPD.

Element x y z (Å)
C1 0.9772 -1.4877 -1.9556
C2 0.7169 -1.5969 -0.5833
C3 0.6913 -0.2582 -2.5731
C4 -0.4305 -0.5792 1.4179
C5 0.0895 -0.5630 0.1240
C6 0.1521 0.7601 -0.5380
N1 0.3595 0.8113 -1.8445
N2 0.0806 1.8544 0.1880
N3 -1.2400 0.3278 1.8335
N4 -1.4177 0.3297 3.0932
O1 -0.0715 2.9469 -0.4862
H1 1.4172 -2.4222 -2.5099
H2 0.8743 -2.6274 -0.2618
H3 0.7609 0.0132 -3.6669
H4 -0.0231 -1.4355 2.0308
H5 -0.9043 -0.2417 3.7170
H6 -1.7105 1.2260 3.4840
H7 -0.3219 2.9423 -1.4691

Output
- Lowest unoccupied orbital energy (alpha / beta): -6.25 / -6.62 eV
- 2S+1: 1
- HOMO-LUMO gap (alpha / beta): 6.84 / 6.35 eV
- E_HOMO (alpha / beta): -13.10 / -12.97 eV
- Charge: +1


Here is the molecule C6H7N5O at a distorted geometry from OMol25. Energies are from ωB97M-V/def2-TZVPD.

Element x y z (Å)
C1 3.1486 -0.3080 0.6811
C2 2.2111 -0.4056 -0.5528
C3 -0.1684 -0.0589 -0.3207
C4 -1.0003 2.2497 -0.1881
C5 -2.4457 0.4499 0.0585
C6 -3.2705 -1.4734 0.0166
H1 3.1194 -1.2397 1.3030
H2 2.9158 0.4653 1.4843
H3 4.2313 -0.0236 0.3545
H4 2.6978 -1.2253 -1.1736
H5 1.9106 0.5788 -1.0843
H6 -0.7640 3.3583 -0.3263
H7 -4.2443 -2.1067 0.2254
N1 0.0101 1.2985 -0.2590
N2 -2.1524 1.8023 0.1721
N3 -3.6200 -0.1621 0.1401
N4 -1.9986 -1.7722 -0.1270
N5 -1.4432 -0.5238 -0.0334
O1 0.8627 -0.9034 -0.3704

Output
- Lowest unoccupied orbital energy: 0.28 eV
- 2S+1: 1
- HOMO-LUMO gap: 9.91 eV
- E_HOMO: -9.63 eV


Here is the molecule C6H7NO at a distorted geometry from OMol25. Energies are from ωB97M-V/def2-TZVPD.

Element x y z (Å)
C1 -0.1603 -0.1811 -0.1149
C2 -0.4633 1.3773 0.0052
C3 1.2290 -0.0965 -0.0313
C4 -1.6687 -0.4817 -0.1071
C5 -1.9565 1.0588 -0.0018
C6 2.2089 -1.2061 -0.0240
N1 1.7155 1.1414 0.0127
O1 0.6915 1.9952 0.0765
H1 -1.9448 -1.2752 -0.8248
H2 -1.8295 -0.7961 0.9111
H3 -2.4284 1.0923 0.9351
H4 -2.5734 1.6461 -0.6417
H5 1.6265 -2.0398 0.3286
H6 2.4647 -1.2612 -1.0783
H7 3.0889 -0.9734 0.5547

Output
- Lowest unoccupied orbital energy: 0.89 eV
- 2S+1: 1
- HOMO-LUMO gap: 9.40 eV
- E_HOMO: -8.51 eV


Energy above the lowest of the compared OMol25 structures with the same formula, charge and spin list, top to bottom, in eV: 0.924, 0.000, 0.000, 7.040, 5.782, 7.133, 0.861, 5.799, 3.374, 6.301, 5.546, 8.544, 1.462, 2.131, 6.501, 2.832, 5.074, 2.546, 2.016, 4.982